{"formula": "C15H25FeN3O4S2", "method": "the ωB97M-V functional and the def2-TZVPD basis", "e_lumo_ev": [-0.27, -0.31], "relative_energy_kcal_mol": 0.0, "charge": 0, "s2": 6.010, "multiplicity": 5, "species": ["Fe", "N", "C", "C", "O", "N", "C", "C", "O", "O", "H", "H", "H", "H", "H", "H", "C", "C", "C", "S", "O", "C", "C", "C", "H", "H", "H", "H", "H", "H", "H", "H", "H", "H", "H", "H", "H", "H", "S", "C", "N", "C", "C", "C", "C", "H", "H", "H", "H", "H"], "coordinates": [[-1.21, -1.22, 0.45], [-3.28, -1.02, 1.12], [-3.58, -2.39, 1.62], [-2.37, -2.89, 2.41], [-2.52, -3.28, 3.57], [-1.22, -2.81, 1.71], [0.01, -2.76, 2.48], [0.56, -1.35, 2.18], [1.69, -1.24, 1.65], [-0.30, -0.41, 2.31], [-3.26, -0.38, 1.90], [-4.00, -0.71, 0.47], [-3.76, -3.03, 0.75], [-4.45, -2.41, 2.27], [0.74, -3.50, 2.15], [-0.16, -2.87, 3.56], [3.67, 1.65, -0.02], [2.70, 2.77, -0.38], [1.41, 2.24, -0.99], [0.47, 1.39, 0.30], [-0.43, 0.43, -0.48], [-0.64, 2.72, 0.86], [-1.97, 2.79, 0.12], [-1.87, 3.29, -1.32], [4.56, 2.04, 0.48], [4.00, 1.12, -0.92], [3.21, 0.92, 0.65], [3.16, 3.46, -1.09], [2.47, 3.37, 0.50], [1.61, 1.45, -1.72], [0.81, 3.01, -1.47], [-0.07, 3.64, 0.80], [-0.80, 2.49, 1.92], [-2.63, 3.44, 0.70], [-2.43, 1.80, 0.13], [-1.33, 4.23, -1.38], [-2.87, 3.45, -1.73], [-1.37, 2.56, -1.95], [-1.75, -2.24, -1.86], [-0.05, -2.03, -1.99], [0.77, -2.55, -1.03], [2.10, -2.33, -0.95], [2.73, -1.62, -1.93], [1.95, -1.13, -2.99], [0.59, -1.33, -3.02], [0.33, -3.09, -0.29], [2.58, -2.74, -0.07], [3.79, -1.45, -1.87], [2.42, -0.56, -3.78], [-0.02, -0.92, -3.81]], "nbo_charge": [1.407, -0.893, -0.307, 0.639, -0.652, -0.821, -0.346, 0.741, -0.741, -0.834, 0.381, 0.382, 0.214, 0.207, 0.180, 0.237, -0.622, -0.412, -0.596, 1.303, -1.069, -0.593, -0.406, -0.613, 0.217, 0.195, 0.243, 0.215, 0.204, 0.238, 0.231, 0.225, 0.254, 0.215, 0.210, 0.198, 0.220, 0.216, -0.277, 0.100, -0.526, 0.118, -0.308, -0.120, -0.269, 0.451, 0.258, 0.237, 0.225, 0.242]}